No. 1
ORCA calculation (ωB97M-V/def2-TZVPD) on the molecule C5H8O.

Properties
HOMO-LUMO gap, eV: 9.56
Net charge: 0
Energy, eV: -7359.5145
SMILES: CC(C)=C=CO
Energy relative to the best compared isomer or geometry (same formula, charge and spin), kJ/mol: 264.4

```
14
Properties=species:S:1:pos:R:3:nbo_charge:R:1
C -1.08 -0.01 -0.70 -0.12
C 0.21 -1.25 0.98 -0.66
C -1.75 1.07 -0.39 0.05
H 0.97 -0.81 1.63 0.22
C 0.09 -0.46 -0.29 0.07
H 1.80 -0.84 -1.54 0.23
H -0.70 1.35 1.19 0.47
H -2.68 1.46 -0.75 0.19
H 2.07 0.36 -0.26 0.22
O -1.16 1.91 0.55 -0.70
C 1.34 -0.01 -0.99 -0.65
H -0.75 -1.27 1.51 0.23
H 0.51 -2.28 0.77 0.23
H 1.12 0.79 -1.70 0.23
```

***

No. 2
ORCA calculation (ωB97M-V/def2-TZVPD) on the molecule C4H7NO.

Properties
HOMO-LUMO gap, eV: 9.94
Net charge: 0
Energy, eV: -7797.6874
SMILES: C[C@H]1NCC1=O
Energy relative to the best compared isomer or geometry (same formula, charge and spin), kJ/mol: 188.8

```
13
Properties=species:S:1:pos:R:3:nbo_charge:R:1
H 0.65 1.33 0.66 0.18
H -2.32 -0.83 -0.13 0.21
H 1.41 -0.97 -1.28 0.22
H 2.39 -0.64 0.15 0.23
C 1.67 -0.19 -0.55 -0.63
O -0.21 -1.38 1.86 -0.50
C -0.44 -0.54 1.04 0.62
N -0.79 0.52 -0.66 -0.65
C 0.42 0.40 0.13 -0.14
C -1.70 -0.05 0.31 -0.32
H -2.32 0.59 0.97 0.19
H -0.95 1.16 -1.41 0.39
H 2.20 0.60 -1.09 0.21
```

***

No. 3
ORCA calculation (ωB97M-V/def2-TZVPD) on a structure of composition C59H102F14N15O32S14 in a non-equilibrium geometry.

Properties
HOMO-LUMO gap, eV: 4.98
Net charge: +1
Energy, eV: -340422.5502
Energy relative to the best compared isomer or geometry (same formula, charge and spin), kJ/mol: 83.7

```
236
Properties=species:S:1:pos:R:3:mulliken_charge:R:1
H 15.89 13.53 12.73 -0.74
C 25.51 13.72 18.42 -1.09
H 27.05 15.07 16.46 0.49
C 17.84 11.59 9.75 -0.98
C 15.03 16.29 13.04 -0.08
C 12.36 9.27 16.27 -0.37
N 24.00 15.53 17.89 1.40
H 15.09 11.16 16.89 -0.13
O 15.40 17.47 7.97 -0.50
C 12.71 16.85 9.66 0.53
C 11.83 18.66 17.21 -1.29
N 12.79 19.47 9.16 0.50
H 16.02 9.42 19.64 0.37
H 13.20 10.94 19.91 0.58
H 14.33 20.33 18.77 0.53
F 17.63 16.89 7.36 -0.30
C 22.06 15.83 11.12 -1.08
H 22.29 16.03 16.05 -0.20
H 17.12 9.15 9.46 0.32
O 9.72 16.72 12.66 -0.67
H 12.25 16.69 7.49 0.60
C 25.97 15.29 16.52 -1.43
S 13.04 15.11 18.47 0.98
O 19.37 16.78 19.45 -0.64
H 22.07 18.73 9.45 0.42
H 13.07 19.34 19.37 0.52
C 14.49 11.60 17.68 1.28
C 11.43 13.54 10.96 -0.45
C 20.46 11.91 10.61 -0.69
H 25.65 16.28 19.83 0.40
O 14.77 11.19 13.74 -0.47
C 17.30 11.84 18.12 -1.26
O 8.92 20.36 12.80 -0.61
C 13.74 19.49 18.51 -1.80
N 15.01 11.09 18.96 1.12
S 16.85 18.71 10.73 0.93
S 22.19 11.17 13.96 1.00
H 12.97 10.73 10.67 0.43
H 19.39 17.46 13.80 -0.04
S 10.29 17.24 13.90 1.26
H 11.73 21.27 9.29 0.37
O 15.45 18.56 10.74 -0.45
C 15.93 15.42 13.85 1.18
O 17.52 18.36 11.91 -0.47
C 25.42 15.18 17.96 0.99
O 22.64 17.28 20.00 -0.49
H 12.73 11.75 16.50 0.62
H 25.36 13.55 19.54 0.26
O 23.70 16.87 17.79 -0.10
H 18.89 15.35 9.01 0.21
C 14.11 11.50 20.12 -0.13
O 15.36 9.25 12.31 -0.62
H 14.78 17.20 13.60 0.20
F 15.87 11.38 11.50 0.02
H 17.01 12.27 17.16 -0.25
N 12.52 12.77 10.95 0.24
H 13.46 21.53 9.45 0.29
H 19.56 14.12 14.94 -0.42
H 17.11 14.67 12.13 -0.07
H 14.36 19.77 13.41 0.14
F 16.67 14.76 18.64 -0.08
N 17.22 10.57 13.36 0.01
C 13.41 22.16 16.62 -1.18
F 21.09 12.39 14.21 0.01
C 19.77 12.99 10.19 1.14
S 17.44 9.62 14.66 0.99
C 19.36 16.98 14.82 -1.33
H 12.23 17.66 17.22 0.13
C 18.87 14.53 14.19 0.37
C 18.15 15.40 16.37 0.19
O 12.75 9.91 17.48 -0.37
H 21.48 12.00 11.00 0.85
C 18.00 9.14 10.16 -0.79
H 22.44 12.61 17.27 0.35
N 17.55 17.86 9.53 -0.20
H 18.73 8.41 9.82 0.41
O 26.06 20.24 13.09 -0.57
C 22.80 14.68 17.67 1.48
H 16.55 19.54 16.61 0.29
H 22.86 16.09 11.79 0.82
C 20.45 16.63 9.59 -0.37
H 18.15 12.44 18.46 0.56
C 17.79 13.60 13.87 0.47
H 14.72 14.94 9.71 0.29
C 19.85 10.68 10.60 -0.72
H 21.49 14.36 16.05 -0.20
S 15.59 15.96 18.95 0.93
C 13.01 11.31 17.45 -1.62
C 12.98 19.05 10.41 -1.18
F 18.72 19.00 19.50 -0.17
N 17.02 16.22 14.43 0.43
H 14.58 15.67 15.53 -0.69
C 22.23 18.17 10.35 -1.39
O 12.91 14.59 17.10 -0.39
N 10.36 18.75 14.04 -0.35
F 17.67 8.18 14.05 -0.29
H 18.21 12.75 13.33 0.74
H 11.13 18.74 16.38 -0.03
C 12.70 20.94 8.89 -0.94
F 25.29 18.98 11.13 -0.30
H 13.09 11.22 12.31 0.19
S 21.90 18.43 19.82 0.94
N 24.99 18.06 13.50 -0.48
O 18.48 10.05 15.48 -0.42
C 21.67 15.15 18.51 -0.97
O 16.15 9.44 15.31 -0.64
H 25.90 16.34 16.18 0.23
H 20.40 16.78 15.03 -0.29
C 12.38 21.10 17.15 -1.07
H 26.10 17.24 18.38 0.40
O 14.04 18.20 15.66 0.54
H 13.09 19.78 11.19 0.93
H 16.81 11.41 9.43 0.41
H 27.12 15.86 19.07 0.43
H 12.38 19.13 7.10 0.38
C 14.52 11.35 21.52 -1.73
H 21.90 18.68 11.22 0.53
S 10.14 19.67 12.70 0.97
H 12.13 21.41 18.16 0.45
C 21.50 14.58 11.03 0.15
C 24.51 12.80 17.68 -0.20
H 24.69 12.84 16.60 -0.09
H 14.67 10.34 21.88 0.38
H 13.61 11.77 21.99 0.46
H 26.55 13.43 18.24 0.58
H 23.07 14.49 15.50 -0.62
H 17.86 13.69 9.41 0.18
O 18.88 18.01 17.51 -0.99
C 15.25 19.99 14.04 -1.26
H 15.99 12.85 19.37 0.31
H 20.74 14.63 18.27 0.03
C 16.25 11.82 19.20 -0.52
H 14.87 22.57 15.13 0.41
H 16.70 11.34 20.07 0.55
H 12.91 23.10 16.62 0.54
C 19.84 15.42 9.52 -0.33
C 26.11 16.25 18.82 -1.86
H 12.79 21.13 7.83 0.38
O 22.47 17.74 13.38 -0.24
H 12.57 8.19 16.27 0.28
O 23.64 19.89 12.63 -0.52
S 15.68 10.47 12.91 0.55
C 23.09 13.16 17.94 -0.97
H 14.19 22.21 17.33 0.38
N 13.93 19.46 16.13 0.88
H 17.67 8.87 11.18 0.22
C 13.76 14.55 10.02 -0.25
O 15.44 16.74 17.74 -0.11
C 12.54 18.67 8.10 -0.50
N 21.55 16.84 10.32 0.32
H 17.52 14.55 16.38 -0.21
H 14.33 14.20 14.62 0.67
H 14.54 12.63 10.55 0.88
O 25.34 11.48 12.31 -0.62
H 19.03 17.77 15.44 0.16
H 23.27 17.96 10.42 0.50
O 10.70 19.17 11.59 -0.43
N 23.04 11.91 12.84 -0.09
H 11.43 11.05 11.49 0.38
H 22.84 13.05 19.03 0.37
H 17.58 16.09 16.94 -0.76
S 24.47 12.36 12.99 0.73
O 9.78 16.56 15.07 -0.64
H 11.28 9.44 16.06 0.31
H 11.24 18.80 18.10 0.57
H 15.74 20.73 17.48 0.33
C 18.43 12.83 9.78 -0.29
H 15.72 20.88 13.63 0.88
F 11.88 16.79 13.79 -0.22
H 21.53 16.20 18.34 -0.61
F 24.60 13.63 11.70 -0.48
C 12.65 15.39 10.04 0.08
C 22.42 14.94 16.23 0.21
C 12.45 17.30 8.35 -0.65
C 16.01 20.47 16.45 -2.02
H 20.35 9.76 10.85 0.40
O 16.07 16.54 20.18 -0.68
C 13.68 13.27 10.47 -0.80
H 14.43 18.67 18.45 0.08
O 22.67 19.60 19.86 -0.70
H 13.42 21.69 14.39 0.28
C 15.10 14.86 15.01 -0.44
S 23.66 17.51 14.09 1.15
F 12.02 13.94 19.43 -0.52
F 11.23 20.92 12.97 -0.35
H 11.55 21.19 16.46 0.47
H 17.68 10.83 17.88 0.55
N 14.44 14.84 19.17 -0.29
N 18.57 10.51 10.18 0.26
C 18.44 15.80 14.90 3.08
H 13.22 17.51 11.69 0.20
C 12.97 17.73 10.70 0.30
C 14.79 20.41 15.44 1.33
S 16.61 16.96 8.54 0.84
N 20.93 18.49 18.56 -0.22
C 16.67 14.24 13.08 0.20
H 10.62 15.48 10.67 0.54
H 12.40 11.77 18.22 0.55
H 16.74 21.14 16.03 0.60
O 22.84 10.96 15.21 -0.55
S 24.98 19.44 12.68 1.10
F 17.09 20.13 10.33 -0.22
F 20.98 18.48 21.09 -0.26
H 21.86 15.11 19.57 0.75
H 16.03 19.25 13.92 -0.58
O 24.93 13.13 14.05 -0.36
H 10.53 13.19 11.44 0.41
C 20.39 14.34 10.23 1.18
F 24.05 15.85 13.98 -0.17
H 13.81 12.50 19.87 -0.03
H 14.57 12.72 17.69 -0.55
H 14.05 15.82 13.01 0.53
H 17.34 13.13 14.75 -1.04
H 24.63 11.75 17.95 0.50
O 23.51 17.69 15.52 -0.56
C 14.10 21.79 15.27 -0.40
C 12.92 19.63 17.22 1.27
O 21.30 10.15 13.54 -0.57
H 15.33 16.46 12.04 -0.41
H 12.98 9.69 15.45 -0.07
O 16.67 15.62 8.97 -0.69
H 15.64 14.29 15.78 -0.37
H 20.01 17.55 9.22 0.41
H 19.08 15.17 16.88 -0.04
H 15.30 11.97 21.98 0.33
C 12.50 11.32 11.42 -0.85
H 15.77 9.42 17.97 0.21
C 15.25 9.60 18.91 -0.90
H 19.41 14.85 13.32 -0.74
O 12.42 16.32 18.88 -0.59
H 21.85 13.84 11.75 -0.51
S 19.48 17.99 18.75 1.33
H 14.33 9.08 19.11 0.35
C 11.50 14.86 10.57 -0.47
H 25.46 14.67 15.74 0.35
O 16.72 17.47 14.82 0.71
```

***

No. 4
ORCA calculation (ωB97M-V/def2-TZVPD) on a cluster of 2 separate species, C4H8O2 in total in a non-equilibrium geometry.

Properties
HOMO-LUMO gap, eV: 11.16
Net charge: 0
Energy, eV: -8371.9130
Energy relative to the best compared isomer or geometry (same formula, charge and spin), kJ/mol: 132.1

```
14
Properties=species:S:1:pos:R:3:nbo_charge:R:1
O -0.82 1.42 -0.53 -0.74
C -0.14 3.48 0.94 0.50
H -0.53 2.31 -0.34 0.46
H -0.12 -3.03 -0.25 0.21
H 0.78 -2.06 0.92 0.20
C 0.40 -2.08 -0.11 -0.61
O 0.28 3.40 1.99 -0.47
C 0.15 0.44 -0.22 -0.06
C -0.53 -0.91 -0.39 -0.41
H 0.54 0.49 0.81 0.15
H 1.03 0.49 -0.90 0.16
H -0.93 -0.95 -1.41 0.20
H -1.40 -0.93 0.28 0.20
H 1.27 -2.07 -0.78 0.20
```

***

No. 5
ORCA calculation (ωB97M-V/def2-TZVPD) on a cluster of 2 separate species, C11H18O in total in a non-equilibrium geometry.

Properties
HOMO-LUMO gap, eV: 9.54
Net charge: 0
Energy, eV: -13746.2097
SMILES: CCc1ccc(O)cc1.CCC
Energy relative to the best compared isomer or geometry (same formula, charge and spin), kJ/mol: 44.0

```
30
Properties=species:S:1:pos:R:3:nbo_charge:R:1
H 2.64 -1.02 -2.40 0.20
O -1.64 3.02 -2.24 -0.69
H 3.18 -2.29 -0.21 0.19
H -3.13 0.27 3.31 0.21
C 3.59 -1.51 -2.17 -0.61
C -1.19 2.37 0.00 -0.26
H -3.04 0.78 -2.34 0.21
H -0.77 3.35 0.20 0.23
H -1.80 -1.80 1.40 0.21
C -2.51 -0.04 -0.40 -0.20
H 4.90 -1.94 -0.52 0.19
C 3.75 -0.22 0.01 -0.61
C -3.18 -0.70 2.81 -0.60
H 4.42 -1.03 -2.70 0.20
H 3.59 -2.53 -2.55 0.21
H -3.24 -1.48 3.56 0.21
C -1.79 2.10 -1.21 0.29
H 2.80 0.20 -0.30 0.20
C -1.96 -0.85 1.92 -0.42
H -3.02 -0.96 -0.64 0.21
H -0.68 1.52 1.93 0.21
H -1.02 -0.83 2.47 0.21
C -2.47 0.90 -1.42 -0.27
C 3.88 -1.60 -0.67 -0.39
H 4.55 0.45 -0.33 0.20
C -1.89 0.19 0.82 -0.04
H 3.88 -0.24 1.08 0.21
C -1.24 1.40 1.00 -0.18
H -2.51 3.22 -2.61 0.48
H -4.08 -0.74 2.21 0.21
```

***

No. 6
ORCA calculation (ωB97M-V/def2-TZVPD) on the molecule C4H4N2O in a non-equilibrium geometry.

Properties
HOMO-LUMO gap, eV: 10.08
Net charge: 0
Energy, eV: -9237.4304
SMILES: [H]/N=C1\O[C@@H]1C=C=N
Energy relative to the best compared isomer or geometry (same formula, charge and spin), kJ/mol: 295.0

```
11
Properties=species:S:1:pos:R:3:nbo_charge:R:1
N 1.72 1.44 0.23 -0.68
H 2.23 1.96 -0.48 0.36
H -2.68 1.61 0.12 0.40
C 1.37 0.30 -0.09 0.55
C -0.80 -1.01 0.24 -0.50
O 1.35 -0.63 -1.04 -0.46
N -2.26 0.89 -0.46 -0.61
H 1.20 -1.68 0.81 0.21
C 0.68 -0.92 0.24 0.00
C -1.57 0.01 -0.02 0.48
H -1.24 -1.97 0.45 0.25
```

***

Which formula does entry 6 have?
C4H4N2O

***

Number 5 is which compound?
C11H18O

***

Which formula does entry 2 have?
C4H7NO